DFT (ωB97M-V/def2-TZVPD) results for a structure of composition C3H4O5Sc in a non-equilibrium geometry.

Cartesian coordinates (Å):
Sc1 -1.73 1.78 -1.30
O1 -0.45 0.35 -0.41
O2 -3.14 2.79 -2.08
O3 1.42 0.23 0.77
O4 -0.37 -2.26 0.85
O5 1.16 1.76 -0.86
C1 0.86 -2.17 1.15
C2 1.70 -1.03 1.05
C3 0.73 0.74 -0.34
H1 2.77 -1.20 1.13
H2 1.37 -3.10 1.41
H3 -0.68 -1.42 0.35
H4 -3.64 3.52 -1.71

Its spin multiplicity is 2. Its molar mass is 165.02 g mol⁻¹. The value obtained for the LUMO energy (spin up / spin down) is -0.404 / -0.404 Eh. As for the expectation value of S²: 0.7539. For the HOMO-LUMO gap (spin up / spin down), the calculation gives 7.5 / 8.9 eV. The net charge is +2.